Computed, not measured: a molecular structure, C28H42ClN8O9PTi, with ωB97M-V with the def2-TZVPD basis set.

```
90
C28H42ClN8O9PTi (ωB97M-V with the def2-TZVPD basis set)
Ti -0.2866 0.0076 -0.5120
O 2.7099 0.8346 0.1546
Cl 1.7131 0.3761 0.9986
O 2.0709 0.2436 2.3232
O 0.5323 1.2347 0.8649
O 1.1618 -0.8758 0.4847
C -1.4742 3.6676 0.6481
N -2.2863 3.3946 -0.5177
C -3.1678 4.4933 -0.8827
C -4.2451 4.0047 -1.8275
C -3.5468 3.3412 -2.9966
N -2.7205 2.2556 -2.4861
C -2.3347 1.2677 -3.4666
C -2.1505 2.3072 -1.2729
O -1.5193 1.2552 -0.8213
H -2.0846 3.6212 1.5517
H -1.0819 4.6825 0.5572
H -0.6374 2.9737 0.7156
H -2.5777 5.2799 -1.3600
H -3.6012 4.8835 0.0404
H -4.8452 4.8438 -2.1672
H -4.8939 3.2847 -1.3270
H -2.9177 4.0639 -3.5237
H -4.2678 2.9246 -3.7026
H -3.2186 0.7580 -3.8563
H -1.6476 0.5511 -3.0114
H -1.8337 1.7727 -4.2989
C -4.6381 -1.8619 1.7504
C -3.6935 -1.4941 0.6082
C -4.0634 -0.0825 0.1392
C -3.8613 -2.4423 -0.5778
P -1.8439 -1.4264 1.1188
C -2.0006 -0.5806 2.7477
C -1.8103 0.8013 2.7409
C -1.9610 1.5489 3.8951
C -2.3228 0.9281 5.0775
C -2.5216 -0.4420 5.0987
C -2.3647 -1.1960 3.9477
C -1.2023 -3.1935 1.5083
C -2.2319 -4.1948 2.0349
C -0.5999 -3.7599 0.2170
C -0.0616 -3.0478 2.5193
H -5.6602 -1.8464 1.3759
H -4.5722 -1.1404 2.5612
H -4.4563 -2.8518 2.1489
H -5.1419 -0.0257 -0.0010
H -3.5824 0.1390 -0.8144
H -3.7874 0.6670 0.8813
H -4.8609 -2.3292 -0.9925
H -3.7526 -3.4828 -0.2899
H -3.1353 -2.2093 -1.3589
H -1.5449 1.2850 1.8089
H -1.8025 2.6158 3.8814
H -2.4423 1.5130 5.9742
H -2.8109 -0.9260 6.0182
H -2.5549 -2.2557 4.0026
H -3.0321 -4.3745 1.3244
H -2.6671 -3.8952 2.9818
H -1.7295 -5.1463 2.2065
H -1.3255 -3.7870 -0.5956
H -0.2735 -4.7833 0.3918
H 0.2746 -3.1739 -0.0672
H -0.4117 -2.7342 3.4976
H 0.6841 -2.3340 2.1704
H 0.4306 -4.0111 2.6366
O 2.3443 -0.3826 -2.8466
C 1.7278 0.6504 -2.6656
O 0.7466 0.7305 -1.7954
C 1.9346 1.8865 -3.4663
C 2.9567 2.0039 -4.4106
C 3.0594 3.1537 -5.1810
C 2.1431 4.1848 -5.0354
C 1.1348 4.0594 -4.0844
C 1.0359 2.9296 -3.2907
N 0.1366 5.0901 -3.9275
O -0.8107 4.8133 -3.2046
O 0.2739 6.1266 -4.5168
H 3.6564 1.1903 -4.5300
H 3.8494 3.2459 -5.9112
H 2.1968 5.0773 -5.6417
H 0.2647 2.8586 -2.5344
N 1.9709 -3.1846 -2.9463
N 0.7929 -2.5964 -2.8580
N -0.1601 -2.7278 -3.7386
C -1.1400 -2.0038 -3.2373
N -0.7815 -1.4424 -2.0720
N 0.4567 -1.8489 -1.8503
H 2.1612 -3.6081 -3.8489
H 2.7187 -2.6412 -2.5228
H -2.0879 -1.8969 -3.7224
```

Output
E: -3857.57334 Eh
Multiplicity: 1
Orbital gap: 0.2547 Ha
Net charge: +2
Max |F|: 3.3 eV/Å
Energy above the lowest of the compared OMol25 structures with the same formula, charge and spin: 132.6 kJ/mol
HOMO energy: -14.3197 eV
Molecular weight: 748.99 g/mol